Density functional theory data (ωB97M-V/def2-TZVPD) for an isolated molecule of C10H21N3O.

Summary:
E_tot: -633.12286 Ha
maximum force: 0.013 hartree/bohr
energy above the lowest of the compared OMol25 structures with the same formula, charge and spin: 16.6 kcal per mole
multiplicity: 1

CARTESIAN COORDINATES (ANGSTROEM)
C: 2.009 1.678 -0.986
C: 1.868 0.242 -0.479
C: 0.589 0.090 0.365
N: -0.580 0.426 -0.420
C: -1.217 -0.692 -1.078
C: -1.927 -1.698 -0.153
C: -3.385 -1.363 0.167
C: -3.667 0.114 0.471
C: -2.525 0.863 1.158
C: -1.485 1.392 0.155
C: 3.079 -0.096 0.371
O: 3.135 0.031 1.578
N: 4.147 -0.536 -0.337
N: 5.338 -0.956 0.293
H: 2.859 1.774 -1.658
H: 2.148 2.357 -0.148
H: 1.101 1.957 -1.515
H: 1.819 -0.437 -1.335
H: 0.557 -0.936 0.754
H: 0.673 0.757 1.224
H: -1.931 -0.292 -1.803
H: -0.438 -1.218 -1.638
H: -1.901 -2.686 -0.619
H: -1.361 -1.773 0.777
H: -4.015 -1.664 -0.674
H: -3.684 -1.970 1.025
H: -3.905 0.638 -0.459
H: -4.560 0.164 1.098
H: -2.941 1.725 1.684
H: -2.039 0.228 1.900
H: -2.022 1.872 -0.673
H: -0.879 2.162 0.639
H: 4.097 -0.743 -1.322
H: 5.965 -0.156 0.401
H: 5.081 -1.252 1.236

These are the natural (NBO) partial charges, in e, on atoms 1 to 2: atom 1 (C): -0.603, atom 2 (C): -0.309

***

Density functional theory data (ωB97M-V/def2-TZVPD) for a cluster of 9 separate species, C17H52O16 in total at a distorted geometry.

Summary:
E_tot: -1882.45993 Ha
maximum force: 0.063 hartree/bohr
energy above the lowest of the compared OMol25 structures with the same formula, charge and spin: 78.0 kcal per mole
multiplicity: 1

CARTESIAN COORDINATES (ANGSTROEM)
O: -15.725 -13.911 20.776
C: -16.410 -12.831 21.335
C: -16.381 -11.847 20.189
O: -15.006 -11.335 19.997
H: -14.800 -13.669 20.692
H: -17.462 -12.950 21.596
H: -15.873 -12.490 22.220
H: -16.902 -10.890 20.231
H: -16.758 -12.321 19.282
H: -14.936 -10.580 20.586
O: -20.364 -16.948 17.395
C: -20.579 -18.246 17.826
C: -20.124 -18.580 19.313
O: -18.707 -18.436 19.549
H: -19.439 -16.810 17.612
H: -21.620 -18.500 17.625
H: -20.026 -18.917 17.168
H: -20.399 -19.585 19.636
H: -20.583 -17.880 20.010
H: -18.468 -18.283 20.466
O: -16.526 -23.688 25.425
C: -16.935 -24.260 24.190
C: -18.464 -24.493 24.120
O: -19.148 -23.636 23.268
H: -16.631 -24.298 26.159
H: -16.514 -23.691 23.362
H: -16.487 -25.254 24.213
H: -19.007 -24.524 25.064
H: -18.561 -25.481 23.670
H: -20.017 -23.503 23.654
O: -16.116 -22.675 12.147
C: -15.616 -21.801 13.083
C: -16.613 -20.689 13.451
O: -16.671 -19.589 12.537
H: -16.325 -22.183 11.350
H: -15.270 -22.372 13.945
H: -14.759 -21.405 12.537
H: -16.275 -20.233 14.382
H: -17.608 -21.047 13.719
H: -17.034 -19.945 11.722
O: -17.003 -17.220 23.763
C: -16.673 -17.741 25.067
C: -15.581 -18.833 24.992
O: -15.198 -19.323 26.256
H: -16.429 -16.570 23.351
H: -16.231 -16.894 25.592
H: -17.460 -18.172 25.685
H: -14.619 -18.460 24.641
H: -15.905 -19.706 24.425
H: -15.327 -20.274 26.264
O: -13.013 -16.788 13.269
C: -13.510 -15.796 14.140
C: -14.812 -16.124 14.842
O: -15.683 -15.811 13.807
H: -13.725 -17.045 12.679
H: -12.759 -15.672 14.920
H: -13.601 -14.863 13.584
H: -14.994 -15.335 15.572
H: -14.918 -17.136 15.231
H: -16.021 -16.686 13.606
O: -11.881 -14.114 20.937
C: -11.209 -15.249 20.395
C: -10.831 -15.044 18.870
O: -9.851 -14.029 18.704
H: -11.453 -13.359 20.527
H: -10.397 -15.460 21.091
H: -11.846 -16.117 20.561
H: -11.776 -14.741 18.418
H: -10.489 -16.019 18.524
H: -9.310 -14.201 17.929
C: -18.542 -24.725 16.532
C: -19.249 -24.750 15.158
O: -20.261 -23.716 15.222
H: -18.079 -23.797 16.868
H: -17.830 -25.550 16.560
H: -19.320 -24.950 17.261
H: -19.705 -25.734 15.044
H: -18.562 -24.702 14.314
H: -20.954 -23.836 14.569
C: -14.668 -20.397 19.610
O: -14.407 -18.947 19.412
H: -15.173 -20.650 20.542
H: -15.237 -20.771 18.759
H: -13.654 -20.791 19.548
H: -15.235 -18.464 19.471

These are the Mulliken partial charges, in e, on atoms 1 to 2: atom 1 (O): -0.429, atom 2 (C): -0.280

***

Density functional theory data (ωB97M-V/def2-TZVPD) for a structure of composition C37H38IrN4O2 at a distorted geometry.

Summary:
E_tot: -1906.35205 Ha
maximum force: 0.048 hartree/bohr
total charge: -2
energy above the lowest of the compared OMol25 structures with the same formula, charge and spin: 70.7 kcal per mole
multiplicity: 2

CARTESIAN COORDINATES (ANGSTROEM)
Ir: -0.241 0.098 -0.045
C: 2.550 -1.360 2.861
C: 1.077 -1.617 2.574
C: 0.706 -3.019 2.101
N: -0.718 -3.046 1.847
C: -1.218 -2.881 0.680
C: -2.674 -2.830 0.573
C: -3.440 -3.566 -0.267
C: -3.006 -4.530 -1.216
C: -1.727 -4.688 -1.699
C: -0.599 -3.874 -1.516
C: -0.426 -2.813 -0.610
N: 0.481 -1.843 -0.702
C: 1.431 -1.837 -1.790
C: 1.059 -0.903 -2.946
C: 1.344 0.566 -2.646
N: 0.304 1.200 -1.869
C: 0.646 2.201 -0.999
C: -0.227 4.381 0.142
C: 0.485 4.887 1.225
C: 1.656 4.510 1.971
C: 2.599 3.613 1.572
C: 2.516 3.199 0.191
C: 1.842 2.019 -0.134
N: 1.965 0.785 0.321
C: 3.133 0.426 1.088
C: 2.913 0.109 2.588
H: 3.175 -2.001 2.227
H: 2.785 -1.611 3.903
H: 0.780 -0.950 1.774
H: 0.462 -1.361 3.440
H: 0.904 -3.755 2.892
H: 1.315 -3.282 1.226
H: -3.160 -2.207 1.317
H: -4.517 -3.466 -0.153
H: -3.769 -5.192 -1.616
H: -1.600 -5.489 -2.424
H: 0.226 -4.074 -2.192
H: 1.574 -2.849 -2.186
H: 2.392 -1.506 -1.379
H: -0.003 -1.022 -3.176
H: 1.643 -1.191 -3.827
H: 1.387 1.099 -3.614
H: 2.339 0.655 -2.185
H: -1.096 5.012 -0.041
H: -0.021 5.745 1.666
H: 1.744 4.967 2.958
H: 3.277 3.157 2.295
H: 2.244 4.018 -0.465
H: 3.866 1.237 1.005
H: 3.580 -0.470 0.628
H: 2.117 0.760 2.960
H: 3.835 0.356 3.129
C: -4.679 0.432 -0.380
C: -3.328 0.568 0.296
O: -2.375 0.349 -0.459
C: -3.266 0.915 1.685
C: -4.461 1.064 2.427
C: -4.472 1.329 3.772
C: -3.252 1.458 4.456
C: -2.069 1.340 3.778
C: -2.009 1.092 2.376
O: -0.869 1.068 1.826
H: -4.502 0.220 -1.431
H: -5.259 1.353 -0.294
H: -5.251 -0.386 0.059
H: -5.408 0.945 1.917
H: -5.412 1.421 4.303
H: -3.244 1.651 5.523
H: -1.120 1.442 4.289
C: -0.211 3.315 -0.821
C: -1.325 3.407 -1.810
C: -2.656 3.515 -1.404
C: -3.682 3.659 -2.327
C: -3.405 3.708 -3.685
C: -2.084 3.592 -4.107
C: -1.065 3.436 -3.185
H: -2.884 3.451 -0.345
H: -4.711 3.725 -1.986
H: -4.205 3.830 -4.407
H: -1.854 3.625 -5.167
H: -0.041 3.344 -3.523

These are the Mulliken partial charges, in e, on atoms 1 to 2: atom 1 (Ir): 4.450, atom 2 (C): -1.024

***

Density functional theory data (ωB97M-V/def2-TZVPD) for a cluster of 2 separate species, C11H18 in total at a distorted geometry.

Summary:
E_tot: -429.93534 Ha
maximum force: 0.031 hartree/bohr
energy above the lowest of the compared OMol25 structures with the same formula, charge and spin: 3.3 kcal per mole
multiplicity: 1

CARTESIAN COORDINATES (ANGSTROEM)
C: -1.876 -0.960 -0.257
C: -0.582 -1.450 -0.905
C: -0.707 -2.859 -1.463
C: 0.519 -1.400 0.120
C: -0.268 -0.483 -2.050
H: -2.722 -0.936 -0.942
H: -2.159 -1.570 0.629
H: -1.752 0.068 0.090
H: 0.224 -3.197 -1.898
H: -1.029 -3.571 -0.685
H: -1.493 -2.870 -2.245
H: 1.427 -1.727 -0.360
H: 0.298 -2.026 0.972
H: 0.683 -0.373 0.457
H: -0.323 0.561 -1.736
H: 0.695 -0.664 -2.483
H: -0.974 -0.621 -2.887
C: 0.592 1.530 2.601
C: -0.477 1.934 1.796
C: -0.235 2.377 0.522
C: 1.067 2.488 0.025
C: 2.147 2.123 0.836
C: 1.910 1.622 2.108
H: 0.435 1.148 3.606
H: -1.513 1.904 2.108
H: -1.051 2.636 -0.158
H: 1.256 2.794 -0.981
H: 3.165 2.141 0.405
H: 2.740 1.378 2.775

These are the natural (NBO) partial charges, in e, on atoms 1 to 2: atom 1 (C): -0.602, atom 2 (C): -0.070

***

Density functional theory data (ωB97M-V/def2-TZVPD) for a cluster of 2 separate species, H4N4O2 in total at a distorted geometry.

Summary:
E_tot: -371.62888 Ha
maximum force: 0.121 hartree/bohr
energy above the lowest of the compared OMol25 structures with the same formula, charge and spin: 67.6 kcal per mole
multiplicity: 1

CARTESIAN COORDINATES (ANGSTROEM)
N: -1.148 -0.300 0.856
N: -1.903 0.499 0.392
N: 1.501 -0.194 0.058
N: 0.804 0.813 0.498
O: 0.288 1.583 -0.495
O: 0.689 -1.000 -0.917
H: 0.245 0.923 -1.179
H: -2.839 0.401 0.396
H: 1.694 -0.755 0.863
H: 0.669 -1.972 -0.471

These are the natural (NBO) partial charges, in e, on atoms 1 to 2: atom 1 (N): -0.028, atom 2 (N): -0.331

***

Density functional theory data (ωB97M-V/def2-TZVPD) for an isolated molecule of C10H8O4S at a distorted geometry.

Summary:
E_tot: -1084.77123 Ha
maximum force: 0.093 hartree/bohr
energy above the lowest of the compared OMol25 structures with the same formula, charge and spin: 96.1 kcal per mole
multiplicity: 1

CARTESIAN COORDINATES (ANGSTROEM)
C: 1.846 -1.811 -2.078
C: 2.276 -3.503 -0.077
C: -0.582 0.793 -1.109
C: -0.797 0.391 0.361
C: 1.949 -0.505 1.249
C: -0.249 -0.626 -1.662
C: -0.395 -1.158 0.418
C: 1.167 -0.877 -1.315
C: 1.590 -2.660 0.891
C: 1.140 -1.286 0.262
O: 2.141 -1.865 -3.208
O: 2.683 -4.643 0.135
O: 2.536 -2.906 -1.210
O: -0.926 -1.551 -0.800
S: 2.237 -2.047 2.344
H: -1.236 1.415 -1.721
H: 0.437 1.355 -1.316
H: -0.401 0.994 1.205
H: -1.904 0.438 0.359
H: 3.007 -0.267 0.845
H: 1.739 0.343 1.923
H: -0.633 -0.859 -2.727
H: -0.805 -1.588 1.399

These are the natural (NBO) partial charges, in e, on atoms 1 to 2: atom 1 (C): 0.744, atom 2 (C): 0.667

***

Density functional theory data (ωB97M-V/def2-TZVPD) for a cluster of 2 separate species, C4H12N2 in total.

Summary:
E_tot: -269.06407 Ha
maximum force: 0.011 hartree/bohr
energy above the lowest of the compared OMol25 structures with the same formula, charge and spin: 32.8 kcal per mole
multiplicity: 1

CARTESIAN COORDINATES (ANGSTROEM)
C: -0.643 -0.332 -0.522
C: 0.522 -0.195 -1.146
C: 1.595 -1.245 -1.116
N: 1.848 -1.755 -2.466
H: -1.354 0.481 -0.496
H: -0.897 -1.270 -0.045
H: 0.722 0.680 -1.758
H: 2.490 -0.812 -0.648
H: 1.284 -2.063 -0.465
H: 2.640 -2.383 -2.470
H: 2.083 -0.994 -3.094
C: -1.857 1.789 1.846
N: -1.137 0.639 2.386
H: -1.239 2.505 1.291
H: -2.339 2.335 2.656
H: -2.659 1.438 1.197
H: -0.513 0.248 1.692
H: -0.546 0.933 3.159

These are the natural (NBO) partial charges, in e, on atoms 1 to 2: atom 1 (C): -0.412, atom 2 (C): -0.169

***

Density functional theory data (ωB97M-V/def2-TZVPD) for a cluster of 41 separate species, C3H88O42P2S in total at a distorted geometry.

Summary:
E_tot: -4408.07418 Ha
maximum force: 0.032 hartree/bohr
multiplicity: 1

CARTESIAN COORDINATES (ANGSTROEM)
C: -0.211 -1.809 3.368
C: -1.522 -2.522 3.269
O: -2.037 -3.013 4.245
O: -2.191 -2.666 2.097
C: -2.149 -1.583 1.150
P: -1.397 -1.977 -0.502
P: 0.625 -1.194 -0.314
S: 1.924 -2.463 0.477
H: 0.571 -2.564 3.431
H: 0.011 -1.150 2.537
H: -0.209 -1.235 4.289
H: -1.718 -0.676 1.559
H: -3.191 -1.360 0.927
H: -1.235 -3.370 -0.539
H: 0.433 -0.096 0.542
H: 1.075 -0.670 -1.524
O: 1.148 0.636 -3.101
H: 2.035 0.547 -3.486
H: 0.670 1.058 -3.827
O: 2.908 1.069 0.578
H: 2.680 0.140 0.737
H: 3.289 1.341 1.423
O: 4.139 -2.801 3.341
H: 4.982 -2.833 2.874
H: 3.553 -2.372 2.703
O: -3.325 -0.352 4.083
H: -3.339 -1.312 4.010
H: -3.837 -0.186 4.888
O: 4.902 0.657 -1.624
H: 4.790 -0.290 -1.784
H: 4.366 0.853 -0.837
O: 3.797 1.198 -4.328
H: 4.492 0.701 -4.769
H: 4.063 1.214 -3.392
O: -1.695 1.524 1.159
H: -1.052 1.718 1.859
H: -2.545 1.638 1.601
O: -0.504 -0.977 -5.379
H: 0.230 -1.451 -5.781
H: -0.205 -0.812 -4.473
O: 1.095 1.528 -5.707
H: 0.172 1.455 -5.984
H: 1.567 1.763 -6.510
O: 4.939 -0.513 1.499
H: 5.718 -0.849 1.037
H: 5.305 -0.217 2.341
O: 0.655 2.226 3.086
H: 0.485 2.848 3.803
H: 1.492 1.804 3.304
O: -5.883 -2.014 2.716
H: -5.765 -1.206 3.234
H: -4.999 -2.384 2.615
O: -2.039 -2.346 7.105
H: -2.611 -1.656 6.751
H: -1.694 -2.794 6.319
O: 4.553 -2.279 -1.857
H: 4.546 -3.220 -2.057
H: 3.975 -2.194 -1.086
O: -1.693 3.609 3.932
H: -2.639 3.437 3.915
H: -1.465 3.800 3.011
O: 7.414 -1.885 2.027
H: 8.172 -2.206 1.528
H: 7.783 -1.546 2.851
O: 0.028 0.443 -8.306
H: 0.755 0.096 -7.778
H: -0.762 0.032 -7.931
O: 7.367 -3.088 -2.157
H: 6.669 -2.437 -2.305
H: 7.697 -3.306 -3.034
O: -8.110 -3.759 2.319
H: -8.370 -3.378 1.472
H: -7.276 -3.316 2.531
O: -0.907 5.144 1.256
H: -1.227 5.526 0.434
H: 0.013 5.425 1.317
O: -4.887 -1.440 6.137
H: -4.900 -2.403 6.071
H: -5.392 -1.258 6.939
O: -3.807 -4.797 6.916
H: -3.742 -4.621 5.971
H: -2.954 -4.505 7.260
O: 1.120 3.589 -8.447
H: 0.798 2.698 -8.626
H: 0.575 3.886 -7.709
O: -5.876 -3.156 8.611
H: -5.087 -3.636 8.328
H: -5.656 -2.812 9.482
O: -10.349 -4.160 0.446
H: -10.563 -5.056 0.163
H: -10.108 -4.266 1.374
O: -1.386 2.517 -9.770
H: -1.200 3.025 -10.566
H: -0.820 1.738 -9.835
O: 6.096 2.227 0.949
H: 5.179 1.957 0.825
H: 6.334 2.646 0.112
O: 0.356 -3.668 6.011
H: 0.087 -4.550 5.732
H: 0.557 -3.761 6.948
O: 1.496 6.654 2.649
H: 2.190 6.815 3.295
H: 0.678 6.836 3.124
O: -12.534 -6.583 0.019
H: -13.251 -5.965 -0.155
H: -12.297 -6.929 -0.848
O: 2.136 4.539 -5.661
H: 2.370 4.975 -6.487
H: 2.909 4.008 -5.437
O: -7.854 -0.351 3.979
H: -8.074 -1.240 3.672
H: -7.630 -0.467 4.908
O: 7.907 0.992 -1.212
H: 6.978 0.742 -1.320
H: 8.162 1.360 -2.063
O: 8.339 1.357 3.181
H: 9.161 1.393 2.683
H: 7.705 1.816 2.616
O: -4.250 2.034 -0.625
H: -3.399 1.882 -0.199
H: -4.891 1.531 -0.114
O: -4.365 1.850 -9.898
H: -4.424 2.341 -10.722
H: -3.457 1.994 -9.598
O: 4.182 2.901 3.044
H: 5.018 2.943 2.554
H: 3.556 3.401 2.508
O: -2.897 0.488 -6.324
H: -3.146 1.110 -5.634
H: -2.254 -0.104 -5.916
O: 4.436 2.954 -6.962
H: 3.510 2.981 -7.235
H: 4.923 3.152 -7.769
O: 5.324 4.270 -1.213
H: 4.633 4.940 -1.194
H: 5.458 4.087 -2.148

These are the Mulliken partial charges, in e, on atoms 1 to 2: atom 1 (C): -0.252, atom 2 (C): 0.457